Here is one molecule with the formula C5H11NO in a non-equilibrium geometry from the OMol25 dataset. Energies are from the ωB97M-V functional and the def2-TZVPD basis.

XYZ file:
```
18
Properties=species:S:1:pos:R:3
O -2.57 -1.17 -1.16
N 1.39 0.61 1.05
C -1.33 0.66 -0.33
C 2.76 0.39 1.51
C 1.08 -0.26 -0.11
C -2.10 -0.65 -0.17
C -0.03 0.35 -1.00
H 0.83 -1.25 0.29
H -1.27 1.04 0.71
H 0.73 0.45 1.79
H 2.91 0.91 2.45
H -1.97 1.40 -0.81
H 3.44 0.79 0.76
H -0.12 -0.17 -1.95
H 0.46 1.24 -1.42
H -1.85 -1.37 0.63
H 3.00 -0.68 1.55
H 1.94 -0.12 -0.77
```

Properties
Electronic energy = -8899.4661 eV
SMILES = CNCCCC=O
Maximum force = 3.0 eV/Å
Charge = 0
M = 101.15 g mol⁻¹
Energy above the lowest of the compared OMol25 structures with the same formula, charge and spin = 215.3 kJ/mol